Record 1
C15H22Cl3MoN4O10SbSe2 as an isolated structure in a non-equilibrium geometry, computed with ωB97M-V/def2-TZVPD.

```
! RIJCOSX wB97M-V def2-TZVPD def2/J DEFGRID3
* xyz 0 1
Mo 0.1900 -0.2069 0.6075
O -2.9376 1.2509 2.5033
C -2.4602 0.1424 2.1136
O -1.3254 0.0983 1.6292
C -3.2146 -1.1481 2.2900
O -2.5449 -2.1732 1.6144
C -2.8409 -2.2752 0.2098
C -2.5292 -0.9935 -0.5850
O -3.4738 -0.3506 -1.0057
O -1.2730 -0.6949 -0.7862
H -2.2559 1.9684 2.2835
H -4.2412 -1.0040 1.9421
H -3.2193 -1.4014 3.3493
H -3.8960 -2.5088 0.0715
H -2.2188 -3.0914 -0.1551
Cl 1.6387 4.4188 0.1148
C -0.1262 4.1976 0.0055
Cl -0.6369 4.2287 -1.6799
Cl -0.9299 5.4836 0.9019
C -0.4264 2.7907 0.6198
O -1.0447 2.7287 1.6857
O 0.0622 1.8312 -0.0654
Se 0.4713 -2.5968 1.3306
C 2.3018 -2.5204 1.5145
N 3.4472 -2.4568 1.6438
C 1.6559 -1.6984 -5.6438
N 0.4579 -2.4870 -5.4282
C -0.3833 -2.9947 -6.4084
C -1.3708 -3.6514 -5.7803
N -1.1264 -3.5480 -4.4163
C -1.9796 -4.0602 -3.3644
C 0.0043 -2.8282 -4.1951
Se 0.7941 -2.4058 -2.5997
H 1.7969 -1.5576 -6.7129
H 2.5180 -2.2053 -5.2148
H 1.5586 -0.7332 -5.1502
H -0.1943 -2.8471 -7.4575
H -2.2198 -4.1840 -6.1719
H -2.5490 -4.9048 -3.7474
H -2.6690 -3.2884 -3.0184
H -1.3537 -4.3780 -2.5336
O 3.3675 0.2937 -1.8213
N 2.8283 0.5288 -0.7894
O 3.1337 1.3596 0.0403
O 1.7295 -0.2333 -0.5018
C 0.7674 -0.1831 4.4223
Sb 1.6879 0.7714 2.7428
C 3.7295 0.4438 3.1992
C 1.6255 2.7301 3.5725
H 1.3458 -0.0003 5.3283
H 0.6967 -1.2558 4.2495
H -0.2366 0.2256 4.5518
H 3.8604 0.7019 4.2511
H 4.3285 1.1071 2.5763
H 4.0195 -0.5862 3.0157
H 1.9731 2.6362 4.6007
H 0.6175 3.1349 3.5432
H 2.2941 3.3853 3.0141
*
```

molar mass: 900.34 u
gap between HOMO and LUMO (spin up / spin down): 4.87 / 4.87 eV
DFT total energy: -218995.937 eV
LUMO (spin up / spin down): -2.165 / -2.163 eV

Record 2
C24H43N3NiO6P2S as an isolated structure in a non-equilibrium geometry, computed with ωB97M-V/def2-TZVPD.

```
! RIJCOSX wB97M-V def2-TZVPD def2/J DEFGRID3
* xyz 2 3
Ni -1.2230 -0.0326 -0.0563
C 3.4711 -1.1817 2.9544
C 3.8098 -0.7172 1.5577
C 4.8641 -1.5648 0.8879
O 2.5825 -0.8220 0.7313
P 1.7863 0.4022 0.1958
O 0.6878 -0.0631 -0.7229
C 1.1216 1.3546 1.5898
P -0.2163 0.4740 2.4367
O -0.5464 -0.8033 1.7133
O 0.1795 0.1929 3.8965
C 0.2312 1.0919 5.0752
C 1.2130 2.2159 4.8359
C 0.5804 0.2202 6.2536
O -1.4065 1.5027 2.3371
C -2.8348 1.1784 2.6570
C -3.5654 0.9176 1.3484
C -2.9924 0.0502 3.6578
O 2.7772 1.4412 -0.4131
C 3.5574 1.1698 -1.6495
C 2.7556 1.6238 -2.8476
C 4.8676 1.8965 -1.4913
H 4.3234 -0.9993 3.6099
H 3.2528 -2.2525 2.9563
H 2.6015 -0.6574 3.3598
H 4.1227 0.3284 1.5642
H 4.4828 -2.5774 0.7406
H 5.7483 -1.6164 1.5256
H 5.1632 -1.1565 -0.0779
H 0.7504 2.3000 1.1891
H 1.9282 1.5695 2.2930
H -0.7716 1.5023 5.1952
H 2.2246 1.8259 4.6876
H 1.2285 2.8575 5.7179
H 0.9292 2.8401 3.9839
H 1.6118 -0.1342 6.1740
H -0.0835 -0.6437 6.3056
H 0.4788 0.7947 7.1754
H -3.1948 2.1012 3.0920
H -3.0478 0.1799 0.7288
H -3.6886 1.8181 0.7507
H -4.5466 0.4869 1.5413
H -2.6656 -0.9079 3.2503
H -4.0493 -0.0279 3.9101
H -2.4507 0.2471 4.5833
H 3.7321 0.0937 -1.7023
H 2.5810 2.7024 -2.7971
H 1.7968 1.1072 -2.9024
H 3.3217 1.4070 -3.7556
H 4.7067 2.9772 -1.4981
H 5.5315 1.6385 -2.3180
H 5.3596 1.6220 -0.5559
C -0.9889 3.5706 -3.0860
C -1.2068 3.7943 -1.7332
C -1.5068 2.7165 -0.9290
N -1.5971 1.4560 -1.3970
C -1.3851 1.2475 -2.7044
C -1.0900 2.2793 -3.5745
H -0.7475 4.3940 -3.7473
H -1.1538 4.7894 -1.3081
H -1.6980 2.8573 0.1278
H -1.4785 0.2244 -3.0421
H -0.9367 2.0659 -4.6239
C -3.5718 -5.8933 -3.5956
C -3.1356 -4.4651 -3.6257
C -3.0333 -3.6965 -4.7444
C -2.6178 -2.3657 -4.6034
N -2.3168 -1.8298 -3.4167
C -2.4215 -2.5823 -2.3247
S -2.0963 -2.1050 -0.7177
N -2.8226 -3.8802 -2.4455
C -2.5209 -1.4787 -5.8029
H -3.7253 -6.2678 -4.6034
H -4.5097 -5.9899 -3.0425
H -2.8244 -6.5159 -3.0986
H -3.2668 -4.1119 -5.7153
H -2.8797 -4.4194 -1.5915
H -2.0803 -2.0088 -6.6484
H -1.9394 -0.5882 -5.5780
H -3.5263 -1.1702 -6.1030
*
```

expectation value of S²: 2.005
molar mass: 622.33 u
gap between HOMO and LUMO (spin up / spin down): 8.83 / 7.72 eV
energy above the lowest of the compared OMol25 structures with the same formula, charge and spin: 73.1 kJ/mol
DFT total energy: -112791.533 eV
LUMO (spin up / spin down): -5.007 / -6.059 eV

Record 3
C20H38AsF6N2NaO6S3 as an isolated structure in a non-equilibrium geometry, computed with ωB97M-V/def2-TZVPD.

```
! RIJCOSX wB97M-V def2-TZVPD def2/J DEFGRID3
* xyz 0 1
Na -0.8557 0.1471 1.4367
As -3.3946 -1.3622 -3.3478
F -3.4822 -2.1889 -4.9221
F -2.1920 -0.2440 -4.0519
F -3.0605 -0.6812 -1.7530
F -4.6401 -2.4964 -2.6246
F -2.0918 -2.5756 -2.8536
F -4.7139 -0.2211 -3.6914
C 2.2112 0.0445 -6.5901
C 3.0409 -1.0651 -5.9071
C 2.2972 -1.7244 -4.7439
C 2.2442 -0.9444 -3.5242
N 2.2434 -0.3497 -2.5499
H 2.8973 0.7378 -7.0767
H 1.6577 0.7395 -5.9587
H 1.6058 -0.3416 -7.4101
H 3.9946 -0.6388 -5.5958
H 3.2726 -1.7929 -6.6847
H 2.8387 -2.6456 -4.5286
H 1.2614 -1.9514 -4.9961
C 5.1570 4.8500 3.3862
C 4.0629 5.4003 4.3605
C 3.4342 4.2923 5.2116
C 2.8928 3.2247 4.3728
N 2.4621 2.4260 3.6683
H 5.4743 5.6492 2.7163
H 4.7966 3.9297 2.9267
H 6.0300 4.5903 3.9850
H 3.3034 5.9844 3.8408
H 4.4144 6.2122 4.9972
H 2.5899 4.6460 5.8034
H 4.1857 3.7196 5.7550
C -7.6377 -2.1771 1.7943
C -7.0292 -3.5682 1.5518
C -5.5897 -3.5549 2.1171
S -5.6406 -2.3821 3.5994
O -4.6569 -1.3507 3.3815
O -5.8026 -3.1458 4.8676
C -7.3137 -1.6071 3.2020
H -8.7144 -2.1743 1.6243
H -7.1794 -1.4736 1.0992
H -7.1997 -4.0097 0.5699
H -7.6462 -4.2052 2.1855
H -4.9175 -3.0107 1.4537
H -5.0977 -4.4801 2.4169
H -7.2254 -0.5215 3.2451
H -7.9780 -2.0427 3.9484
C 1.6416 6.4519 -2.9294
C 0.7335 5.7837 -3.9080
C -0.3086 4.8413 -3.2407
S -0.2511 5.2137 -1.4010
O -0.1191 3.9784 -0.6287
O -1.1152 6.3327 -1.0833
C 1.5033 5.8935 -1.5216
H 1.4771 7.5295 -2.9332
H 2.6652 6.3753 -3.2961
H 1.3143 5.1586 -4.5863
H 0.2031 6.4966 -4.5393
H 0.0036 3.8069 -3.3837
H -1.3157 4.9873 -3.6313
H 2.0119 4.9295 -1.5365
H 1.7665 6.5138 -0.6648
C 3.5789 -5.3798 3.1064
C 3.3306 -5.4072 1.6133
C 1.8083 -5.8826 1.4869
S 0.8485 -5.0467 2.7139
O -0.0726 -5.9861 3.3405
O 0.3522 -3.8074 2.1479
C 2.2859 -4.8744 3.8580
H 4.4155 -4.7027 3.2787
H 3.9064 -6.3632 3.4438
H 4.0750 -6.0684 1.1699
H 3.4539 -4.3805 1.2685
H 1.8508 -6.9161 1.8307
H 1.2879 -5.8891 0.5291
H 2.0072 -5.4516 4.7396
H 2.3523 -3.8035 4.0501
*
```

molar mass: 710.63 u
gap between HOMO and LUMO: 8.28 eV
DFT total energy: -150687.078 eV
LUMO: -1.668 eV

Record 4
A 3-piece molecular cluster, C26H43BF17IO8Si overall in a non-equilibrium geometry, computed with ωB97M-V/def2-TZVPD.

```
! RIJCOSX wB97M-V def2-TZVPD def2/J DEFGRID3
* xyz 0 1
O 2.1927 -0.4624 5.8210
B 1.4901 -1.6645 5.8925
O 0.4500 -1.7889 6.8228
C 1.7830 -2.8985 4.9489
Si 0.3890 -2.8701 3.6501
C 0.2396 -4.4734 2.6534
C 0.7704 -5.6802 3.4768
C -0.1329 -6.9033 3.2260
I 0.8398 -8.7271 3.8561
C 0.6920 -1.3166 2.6002
C 0.0118 -1.3399 1.2026
C -1.1887 -0.3932 1.0803
F -1.4224 -0.2125 -0.2458
F -0.8265 0.8059 1.5430
C -2.5318 -0.9337 1.6941
F -3.5108 -0.6760 0.8101
F -2.4414 -2.2549 1.7763
C -2.9694 -0.2642 3.0066
F -1.8835 -0.3292 3.8158
F -3.1916 1.0064 2.8547
C -4.0990 -0.9535 3.8191
F -3.8266 -2.2027 4.0971
F -4.0644 -0.3341 5.0080
C -5.5665 -0.7877 3.3308
F -6.3319 -1.0207 4.4085
F -5.8405 0.4481 2.9875
C -6.0658 -1.7409 2.1922
F -5.1997 -2.6819 1.8242
F -6.2813 -0.9871 1.1165
C -7.4330 -2.4381 2.4659
F -8.3756 -1.5796 2.7267
F -7.7722 -2.9801 1.2907
C -7.3861 -3.6243 3.4928
F -8.3322 -3.4068 4.3930
F -7.6777 -4.7542 2.9327
F -6.2490 -3.7161 4.1293
H 1.6877 0.1630 5.2821
H -0.3461 -1.3799 6.4522
H 1.7714 -3.8058 5.5527
H 2.7282 -2.7382 4.4236
H -0.8764 -2.6525 4.3948
H -0.8345 -4.6640 2.5362
H 0.6719 -4.4353 1.6518
H 0.6485 -5.4528 4.5360
H 1.8163 -5.8980 3.2755
H -1.0114 -6.8128 3.8535
H -0.3931 -6.9484 2.1726
H 0.4475 -0.4194 3.1693
H 1.7705 -1.2737 2.4248
H 0.7566 -0.9379 0.5146
H -0.1779 -2.3494 0.8479
C 2.9868 0.6035 -1.1425
O 2.5784 -0.3953 -2.0543
C 1.3158 -0.1401 -2.6561
C 1.3610 -0.3889 -4.1533
O 2.1495 0.5256 -4.9029
C 3.5634 0.4848 -4.7419
C 4.2465 -0.7760 -5.2376
O 3.9682 -1.8906 -4.4048
C 3.7055 -3.0861 -5.1090
H 2.5095 0.4465 -0.1682
H 4.0670 0.5287 -1.0181
H 2.7564 1.6085 -1.5097
H 0.9886 0.8882 -2.4665
H 0.5887 -0.8189 -2.1946
H 0.3414 -0.2629 -4.5286
H 1.6373 -1.4194 -4.3774
H 3.8460 0.7129 -3.7141
H 3.9398 1.3115 -5.3503
H 5.3314 -0.6128 -5.2194
H 3.9432 -0.9691 -6.2720
H 3.0792 -2.9080 -5.9891
H 3.1637 -3.7537 -4.4386
H 4.6399 -3.5709 -5.4100
C 2.8253 7.2921 -0.9316
O 2.0898 6.2547 -1.5453
C 0.6845 6.4492 -1.5271
C 0.0468 6.1433 -2.8698
O 0.3637 7.0442 -3.9204
C 1.6854 7.0517 -4.4437
C 2.1074 5.7926 -5.1767
O 2.3003 4.7081 -4.2851
C 1.7868 3.4734 -4.7493
H 2.8464 7.1588 0.1552
H 3.8462 7.2450 -1.3108
H 2.4160 8.2774 -1.1758
H 0.4340 7.4752 -1.2362
H 0.2647 5.7648 -0.7792
H -1.0348 6.2328 -2.7355
H 0.2293 5.1107 -3.1699
H 2.4094 7.3254 -3.6751
H 1.6934 7.8654 -5.1740
H 3.0653 5.9855 -5.6770
H 1.3610 5.5507 -5.9408
H 0.8128 3.5972 -5.2343
H 1.6527 2.8227 -3.8879
H 2.4892 3.0026 -5.4391
*
```

molar mass: 972.39 u
gap between HOMO and LUMO: 9.34 eV
energy above the lowest of the compared OMol25 structures with the same formula, charge and spin: 65.5 kJ/mol
DFT total energy: -106889.838 eV
LUMO: 0.266 eV

Record 5
A 2-piece molecular cluster, C7H12 overall in a non-equilibrium geometry, computed with ωB97M-V/def2-TZVPD.

```
! RIJCOSX wB97M-V def2-TZVPD def2/J DEFGRID3
* xyz 0 1
C 0.0273 1.2453 0.3905
C 0.2772 -0.0365 1.2855
C 0.8640 -1.1460 0.4027
C 1.5393 -0.3552 -0.7842
C 0.4561 0.7104 -1.0068
H -1.0288 1.4724 0.3365
H 0.6168 2.1098 0.7560
H -0.5732 -0.4264 1.7327
H 1.0127 0.2774 2.0189
H 0.0202 -1.7011 -0.0999
H 1.4734 -1.8380 1.0063
H 1.8212 -1.0262 -1.5533
H 2.4473 0.2414 -0.3584
H -0.3947 0.3303 -1.5869
H 0.8674 1.5043 -1.6650
C -2.3539 0.2482 -0.0814
C -2.2611 -0.9201 -0.4432
H -2.6614 1.2163 0.3446
H -2.1497 -1.9065 -0.6949
*
```

molar mass: 96.17 u
gap between HOMO and LUMO: 11.22 eV
energy above the lowest of the compared OMol25 structures with the same formula, charge and spin: 326.3 kJ/mol
DFT total energy: -7450.050 eV
LUMO: 1.217 eV

Record 6
A 3-piece molecular cluster, C4H6O2 overall, computed with ωB97M-V/def2-TZVPD.

```
! RIJCOSX wB97M-V def2-TZVPD def2/J DEFGRID3
* xyz 0 1
C 1.0999 0.3909 0.3482
C 0.4947 -0.9381 0.7439
O -0.8314 -0.8866 0.7297
C -1.4523 0.2679 0.1725
O -0.7780 0.5436 -1.0513
C 0.5487 0.5093 -1.0559
H 2.1887 0.3562 0.3525
H 0.7381 1.2014 0.9894
H 0.8877 -1.5981 -0.7131
H -2.4852 0.0156 -0.0614
H -1.3855 1.1183 0.8563
H 0.9080 -1.0668 -1.3748
*
```

molar mass: 86.09 u
gap between HOMO and LUMO: 9.62 eV
energy above the lowest of the compared OMol25 structures with the same formula, charge and spin: 676.5 kJ/mol
DFT total energy: -8333.449 eV
LUMO: 0.568 eV

Record 7
A single C3H5OP molecule in a non-equilibrium geometry, computed with ωB97M-V/def2-TZVPD.

```
! RIJCOSX wB97M-V def2-TZVPD def2/J DEFGRID3
* xyz 0 1
C -1.0942 0.4884 -2.1229
C -0.5965 0.6365 -1.0130
P -0.1041 0.5589 0.7169
C 0.9835 -0.9139 0.8370
O 0.3535 1.8400 1.2387
H -1.4957 0.5007 -3.0482
H -1.5624 0.2674 1.0212
H 1.6908 -0.5715 0.0599
H 1.4762 -1.0542 1.8236
H 0.3490 -1.7522 0.4867
*
```

molar mass: 88.05 u
gap between HOMO and LUMO: 11.09 eV
energy above the lowest of the compared OMol25 structures with the same formula, charge and spin: 71.6 kJ/mol
DFT total energy: -14526.285 eV
LUMO: 0.754 eV

Record 8
C44H59AsCl2N5O2P2S6Ti as an isolated structure in a non-equilibrium geometry, computed with ωB97M-V/def2-TZVPD.

```
! RIJCOSX wB97M-V def2-TZVPD def2/J DEFGRID3
* xyz 1 1
Ti 0.4560 1.9321 0.1790
S 2.9844 5.7297 0.4246
As 2.5473 3.9659 1.3917
S 2.6051 2.2855 -0.2866
S 0.2604 3.7783 1.4770
S 3.3781 3.3007 3.1547
C -0.4539 -3.5176 -7.1255
S 0.1910 -4.8584 -6.1120
C -0.4415 -4.3419 -4.5021
C 0.3175 -3.1726 -3.8853
C -0.4788 -2.5363 -2.7476
N 0.3060 -1.5459 -1.9749
P 0.0230 0.1298 -2.1123
C 0.8074 0.5945 -3.6978
C 1.9505 1.3864 -3.7141
C 2.5997 1.6730 -4.9097
C 2.1159 1.1636 -6.1024
C 0.9736 0.3707 -6.1029
C 0.3270 0.0929 -4.9124
C -1.7564 0.3001 -2.5043
C -2.2072 1.2241 -3.4470
C -3.5683 1.4000 -3.6737
C -4.4996 0.6601 -2.9650
C -4.0658 -0.2673 -2.0244
C -2.7107 -0.4432 -1.8027
P 1.0871 -2.1079 -0.4971
C 1.3136 -3.9014 -0.7386
C 2.3365 -4.4709 -1.4998
C 2.4617 -5.8477 -1.5849
C 1.5790 -6.6734 -0.8985
C 0.5739 -6.1225 -0.1198
C 0.4473 -4.7425 -0.0379
C 2.7882 -1.4829 -0.7108
C 3.6242 -1.4226 0.4028
C 4.9323 -0.9855 0.2806
C 5.4207 -0.5977 -0.9602
C 4.6045 -0.6731 -2.0790
C 3.2963 -1.1209 -1.9572
H -0.0106 -3.6155 -8.1152
H -0.1707 -2.5416 -6.7266
H -1.5381 -3.5749 -7.2194
H -0.3688 -5.2212 -3.8577
H -1.5082 -4.1136 -4.5959
H 0.5372 -2.4233 -4.6402
H 1.2791 -3.5235 -3.5201
H -0.8395 -3.3152 -2.0710
H -1.3698 -2.0609 -3.1589
H 2.3552 1.7814 -2.7934
H 3.4858 2.2956 -4.8989
H 2.6217 1.3846 -7.0336
H 0.5865 -0.0243 -7.0347
H -0.5763 -0.5027 -4.9323
H -1.5053 1.8163 -4.0143
H -3.8944 2.1180 -4.4170
H -5.5586 0.7919 -3.1511
H -4.7821 -0.8653 -1.4743
H -2.3905 -1.2155 -1.1129
H 3.0449 -3.8358 -2.0153
H 3.2546 -6.2805 -2.1816
H 1.6856 -7.7493 -0.9640
H -0.1071 -6.7632 0.4259
H -0.3392 -4.3110 0.5723
H 3.2488 -1.7079 1.3794
H 5.5663 -0.9308 1.1564
H 6.4379 -0.2378 -1.0520
H 4.9841 -0.3829 -3.0516
H 2.6709 -1.1893 -2.8383
O -0.9348 -0.0367 0.7461
H -0.4422 -0.8825 0.7195
H -1.8835 -0.2045 0.7291
Cl -1.5086 5.9922 -1.3264
C 0.1033 5.3690 -1.6306
Cl 0.0680 3.6392 -2.1473
H 0.7088 5.4210 -0.7345
H 0.5514 5.9021 -2.4581
N -6.6888 4.1584 0.7232
C -6.1274 2.9706 1.0458
O -6.7323 2.0304 1.5189
C -4.6529 2.8486 0.7615
C -4.0960 3.1823 -0.4565
C -2.7513 2.9209 -0.6789
N -1.9503 2.3762 0.2330
C -2.4930 2.1087 1.4370
C -3.8224 2.3006 1.7332
H -7.6697 4.2918 0.9035
H -6.1334 4.9414 0.4322
H -4.6880 3.6123 -1.2542
H -2.3183 3.1456 -1.6362
H -1.8185 1.7303 2.1929
H -4.2133 2.0312 2.7053
C 2.2795 -1.5312 5.9696
C 0.9437 -2.1318 6.4005
C 0.0508 -2.6244 5.2607
C -0.6521 -1.5618 4.4179
N 0.2450 -0.8978 3.4654
C 0.5795 0.3729 3.2703
S 1.6031 0.6778 1.8586
N 0.3375 1.3833 4.0757
C -0.0026 1.3941 5.5057
C 0.8700 2.3989 6.2664
C 0.2307 3.7716 6.4387
C 0.0162 4.5022 5.1195
H 2.8711 -1.2390 6.8380
H 2.1703 -0.6451 5.3426
H 2.8656 -2.2576 5.4015
H 0.3861 -1.4214 7.0211
H 1.1388 -2.9826 7.0563
H -0.7300 -3.2696 5.6707
H 0.6372 -3.2592 4.5863
H -1.1528 -0.8146 5.0249
H -1.4301 -2.0437 3.8203
H 0.6096 -1.5019 2.7426
H 0.6752 2.2678 3.7028
H 0.1654 0.4000 5.8983
H -1.0627 1.6348 5.6289
H 1.8260 2.4916 5.7417
H 1.0946 1.9777 7.2488
H 0.8584 4.3710 7.1005
H -0.7274 3.6524 6.9563
H 0.9472 4.5689 4.5494
H -0.3506 5.5160 5.2824
H -0.7257 3.9947 4.4919
*
```

molar mass: 1138.03 u
gap between HOMO and LUMO: 6.56 eV
energy above the lowest of the compared OMol25 structures with the same formula, charge and spin: 174.3 kJ/mol
DFT total energy: -250719.275 eV
LUMO: -3.386 eV

Question: What is the DFT total energy in the eighth record?
Answer: -250719.275 eV